219
Properties=species:S:1:pos:R:3:forces:R:3:lowdin_charge:R:1 method="wB97M-V/def2-TZVPD" charge=+3 e_tot_ev=-192572.1595
Tl -3.2963 3.2011 -2.4003 0.239 0.282 -0.067 1.171
Tl 3.2024 -2.7819 2.4260 -0.350 -0.833 0.134 1.396
C 0.8665 0.1089 -0.9798 1.176 -3.220 2.266 0.192
C 1.0839 -0.9002 0.0605 2.684 -0.509 -0.123 -0.220
C 0.0942 -0.9897 1.2437 0.346 -2.227 1.935 -0.185
O 0.4017 -1.7795 2.1720 -0.314 1.590 -2.104 0.023
C -1.2088 -0.2862 1.2090 3.057 -2.634 0.175 0.183
C -1.4005 0.5423 0.1286 -4.089 3.296 0.613 -0.239
C -0.3442 0.7074 -0.9390 -3.927 5.418 -4.419 -0.245
O -0.6157 1.5363 -1.8980 0.515 -2.326 2.887 0.096
O -2.4627 1.2789 0.3058 3.614 -1.760 -1.913 0.115
O 2.1334 -1.6105 0.0350 -2.309 1.393 0.677 0.021
H 1.5813 0.2200 -1.7817 -0.005 0.502 0.001 0.148
H -1.9664 -0.4738 1.9555 -0.028 -0.034 0.137 0.158
C 2.4407 -1.0718 7.0552 -1.809 -1.502 -0.075 -0.627
F 1.0893 -0.8475 7.0911 2.295 -0.411 -0.330 0.156
F 3.0725 -0.1914 6.3665 0.144 1.292 -0.107 0.199
F 2.8851 -1.2658 8.2481 0.111 0.410 0.406 0.225
S 2.7790 -2.7978 6.1242 -2.744 -1.772 -1.332 0.713
O 2.9664 -3.8311 7.0925 0.360 1.032 -0.121 -0.221
O 1.6687 -3.0139 5.1995 1.001 1.108 -0.016 -0.323
N 4.1649 -2.5286 5.0740 -3.393 1.464 0.071 -0.249
S 5.3564 -2.5853 6.0704 6.394 -0.858 3.297 0.646
O 5.4129 -1.5886 7.1891 -1.156 -2.081 -2.945 -0.209
O 5.5804 -3.9907 6.4646 0.165 2.379 -0.938 -0.237
C 6.8660 -1.9712 4.9242 0.752 -1.732 1.238 -0.597
F 8.0405 -2.3011 5.5542 -1.982 0.390 -0.804 0.134
F 6.8354 -2.5812 3.7313 -0.191 0.123 0.444 0.121
F 6.8097 -0.6844 4.7557 -0.219 0.607 -0.005 0.183
C 3.0303 -4.6649 -0.7958 -0.308 -1.861 -0.164 -0.172
C 1.7390 -5.2622 -0.1674 -0.655 0.419 0.531 -0.169
O 1.1700 -4.4078 0.8149 1.623 1.650 -0.004 -0.130
O 4.0756 -4.6158 0.1572 0.101 0.689 0.689 -0.118
H 3.0107 -3.6947 -1.2922 -0.815 0.055 0.361 0.107
H 3.3295 -5.3781 -1.5638 -0.115 -0.060 -0.256 0.135
H 1.8200 -6.1850 0.4069 1.310 -0.499 -0.541 0.129
H 0.9604 -5.5133 -0.8878 0.235 0.392 -0.616 0.114
H 0.2394 -4.6250 0.9060 -1.041 -0.312 0.128 0.020
H 4.6661 -5.3692 0.0846 -0.297 -0.347 0.175 0.109
C 5.7516 2.1737 -1.9379 -0.145 -0.041 0.749 -0.198
C 5.2694 1.1888 -3.0397 0.326 0.755 0.876 -0.252
O 5.8560 1.5256 -4.2480 0.037 0.134 -0.819 -0.023
O 5.2673 3.5254 -1.9416 -0.326 -0.733 -0.540 -0.068
H 6.8372 2.2570 -1.8873 0.162 -0.533 -0.584 0.129
H 5.4994 1.7951 -0.9473 -0.385 -0.360 0.128 0.091
H 4.1926 1.1281 -3.1980 -0.414 0.417 0.595 0.106
H 5.5442 0.1724 -2.7579 0.358 -0.108 0.260 0.087
H 5.1213 1.7299 -4.8312 0.313 0.250 -0.671 0.070
H 5.9742 4.0674 -2.2996 -0.119 0.198 -0.181 0.097
C -0.6414 4.2958 3.7865 0.905 -0.445 -0.418 -0.217
C -1.4458 2.9739 3.5613 -0.137 2.074 0.242 -0.192
O -0.8095 2.0106 2.7328 0.727 0.032 0.224 -0.045
O -0.7800 5.2553 2.7677 -1.108 -0.238 -1.120 -0.060
H 0.4155 4.0354 3.8439 0.222 -0.332 0.248 0.111
H -0.9014 4.7408 4.7470 -0.351 -0.217 0.137 0.122
H -2.4116 3.2439 3.1344 -0.169 0.007 0.074 0.108
H -1.5940 2.6985 4.6055 -0.067 -1.047 -0.109 0.119
H -1.4483 1.5780 2.1615 -0.337 0.794 0.323 0.014
H -0.1524 5.9816 2.7820 0.192 -0.205 0.465 0.101
C -3.5146 -2.8491 0.4612 -0.249 1.872 0.243 -0.230
C -4.8049 -1.9500 0.5108 0.178 -0.168 -0.493 -0.196
O -5.3903 -1.7057 -0.7712 1.147 -0.775 -0.443 -0.063
O -3.6314 -4.1875 0.0974 -0.987 -0.105 0.158 -0.045
H -3.0241 -2.7801 1.4322 -0.125 -0.083 0.281 0.104
H -2.8251 -2.4083 -0.2589 0.210 0.631 -0.264 0.106
H -4.5493 -0.9522 0.8674 0.435 -0.159 0.663 0.095
H -5.6198 -2.3342 1.1244 0.582 -0.302 0.515 0.112
H -6.3116 -1.4858 -0.6144 -0.503 0.163 -0.275 0.032
H -4.3902 -4.1353 -0.4884 -0.189 -0.984 -0.508 0.107
C 1.8610 -0.6622 -4.7732 -1.641 -1.023 -0.655 -0.205
C 2.4529 -1.7473 -3.8919 0.940 0.912 -1.485 -0.238
O 1.5507 -2.2115 -2.9340 -0.326 -0.296 0.627 -0.050
O 1.0249 -1.2505 -5.7979 1.162 0.671 0.144 -0.060
H 2.6362 -0.0655 -5.2539 -0.107 0.078 -0.011 0.120
H 1.1554 -0.0864 -4.1744 0.420 0.772 0.342 0.108
H 3.3663 -1.3339 -3.4641 0.217 -0.123 0.496 0.106
H 2.7603 -2.5303 -4.5850 -0.138 -0.380 0.282 0.136
H 1.7036 -1.6779 -2.1508 0.046 -0.490 0.087 0.018
H 0.1637 -1.4407 -5.4189 -0.241 -0.390 0.066 0.036
C -3.0214 -0.2943 -4.0994 -1.847 -3.182 1.901 -0.284
C -2.5754 0.5920 -5.1232 0.283 2.624 -1.383 -0.196
O -3.3654 1.8291 -5.2171 0.349 -1.442 -0.061 -0.106
O -3.2143 0.2317 -2.8241 1.003 1.240 1.416 -0.136
H -2.3536 -1.1514 -4.0121 0.642 -0.004 -0.337 0.106
H -3.9854 -0.7773 -4.2596 -0.301 0.075 -1.261 0.140
H -2.6395 0.0315 -6.0559 0.278 0.126 -0.165 0.144
H -1.5498 0.9189 -4.9519 0.188 -0.060 -0.062 0.123
H -3.7636 1.7749 -6.0890 -0.256 0.390 -0.025 0.092
H -3.7830 -0.3747 -2.3440 -0.342 0.131 0.226 0.071
C -8.1261 -0.4272 1.8395 1.522 -0.149 0.824 -0.186
C -8.4156 -1.5680 0.8834 -0.743 1.681 -0.323 -0.174
O -8.1894 -1.1274 -0.5024 -0.012 -0.807 1.277 -0.091
O -6.6883 -0.0937 1.8095 -2.039 -0.583 -0.253 -0.102
H -8.4169 -0.7494 2.8394 0.306 -0.520 0.274 0.118
H -8.7659 0.4513 1.7561 0.114 0.193 -0.999 0.121
H -9.4768 -1.7558 1.0465 -0.072 -0.376 -0.280 0.128
H -7.8705 -2.4769 1.1379 0.224 0.150 -0.309 0.120
H -9.0562 -1.0452 -0.9067 0.021 -0.046 -0.213 0.102
H -6.4927 0.4319 2.5886 0.399 0.123 0.139 0.037
C -5.5373 1.6765 4.8732 0.411 -0.269 -0.986 -0.217
C -5.8757 3.1414 4.6404 -0.054 -1.225 0.463 -0.225
O -4.7745 3.9275 4.2120 -0.169 -0.369 0.235 -0.046
O -4.9870 1.0207 3.7436 0.345 -0.606 -1.111 -0.103
H -6.4861 1.1419 4.9194 -0.108 0.144 1.006 0.130
H -4.8494 1.4526 5.6885 -0.402 0.418 0.551 0.124
H -6.3145 3.3603 5.6139 0.015 1.043 -0.035 0.133
H -6.6694 3.1359 3.8933 0.000 0.407 -0.149 0.120
H -4.6332 4.6573 4.8194 -0.072 0.068 0.051 0.098
H -4.1875 1.4329 3.4082 0.015 0.447 0.182 0.075
C 3.7102 1.0554 1.9866 -0.716 0.561 0.706 -0.206
C 2.8870 1.1710 3.2811 -0.474 -0.685 0.270 -0.147
O 2.1947 -0.0717 3.6225 1.176 0.507 -0.984 -0.125
O 4.4862 -0.1164 1.9447 -0.105 -0.957 0.453 -0.095
H 4.3365 1.9473 1.9683 0.065 0.044 -0.195 0.139
H 3.0544 1.0671 1.1160 -0.171 0.082 -0.107 0.108
H 2.0998 1.9197 3.1920 0.145 0.264 -0.500 0.117
H 3.4879 1.4896 4.1329 0.382 -0.251 -0.054 0.126
H 1.4685 0.1985 4.1892 -0.368 -0.194 0.394 0.057
H 5.3705 0.0511 1.6108 0.071 -0.042 0.002 0.096
C 6.2493 -1.7400 -0.8329 -0.040 1.173 1.749 -0.183
C 7.7471 -1.5536 -0.8424 -0.451 -1.368 0.117 -0.245
O 8.3935 -2.7020 -1.3353 0.202 -0.343 -0.037 -0.031
O 5.7383 -2.5556 0.3334 1.200 1.117 -2.458 -0.109
H 5.9563 -2.0913 -1.8223 -0.588 -0.250 0.266 0.129
H 5.9460 -0.7135 -0.6273 -0.892 -0.040 -0.258 0.087
H 8.0151 -1.3841 0.2004 0.487 0.675 -0.127 0.132
H 7.9354 -0.7577 -1.5629 0.331 0.329 0.382 0.132
H 8.6763 -3.2467 -0.5971 0.178 -0.051 -0.037 0.093
H 5.8378 -3.3899 -0.1311 -0.525 -0.815 0.817 0.052
C -2.2385 6.1159 -4.9401 0.670 1.638 0.070 -0.240
C -1.9887 4.8477 -5.7403 0.497 1.366 0.866 -0.198
O -1.1800 4.0067 -4.8940 -1.339 0.277 -0.439 -0.107
O -2.8493 5.8921 -3.7054 -1.089 -1.337 1.666 -0.151
H -2.8399 6.8956 -5.4074 0.149 -0.299 -0.952 0.132
H -1.3153 6.6091 -4.6359 0.552 -0.152 -0.607 0.120
H -1.4085 5.0876 -6.6314 -0.095 0.217 -0.148 0.119
H -2.9872 4.5700 -6.0780 0.049 -1.325 0.244 0.118
H -0.6257 3.4951 -5.4878 -0.020 -0.665 0.039 0.017
H -3.6602 6.3896 -3.5770 0.012 0.070 -0.415 0.098
C -1.2421 -6.4153 3.3788 0.956 0.848 0.672 -0.171
C -1.4378 -5.1150 2.5983 -0.346 -1.188 -0.219 -0.174
O -1.2681 -5.3272 1.1618 0.325 0.293 1.536 -0.062
O 0.1392 -6.8281 3.3922 0.306 0.063 -0.801 -0.078
H -1.9244 -7.1864 3.0210 0.195 -0.038 -0.061 0.138
H -1.3969 -6.1947 4.4350 -0.928 0.088 0.006 0.128
H -0.8100 -4.2974 2.9525 0.476 -0.168 -0.146 0.100
H -2.4437 -4.8318 2.9080 -0.343 0.211 -0.640 0.128
H -2.0860 -5.1394 0.6956 -0.588 0.133 -0.240 0.062
H 0.1971 -7.7633 3.6011 -0.095 -0.130 0.017 0.106
C 2.6313 3.7589 -6.0868 1.540 1.322 -1.490 -0.203
C 1.2551 3.9511 -6.8054 1.280 -0.525 3.320 -0.168
O 0.5812 2.7213 -6.4957 -0.265 0.265 -1.333 -0.087
O 3.5402 2.7918 -6.6628 -0.880 -0.455 0.411 -0.075
H 2.5993 3.5262 -5.0224 -0.913 -0.355 -0.198 0.107
H 3.1853 4.6976 -6.0773 -0.146 0.477 -0.203 0.113
H 1.1984 4.3483 -7.8189 0.312 -0.594 -0.162 0.136
H 0.8119 4.6761 -6.1228 -0.318 0.357 -0.333 0.100
H 1.1969 2.0567 -6.8134 -0.184 -0.647 -0.021 0.090
H 3.8388 3.0913 -7.5246 0.024 0.133 -0.102 0.096
C -0.5327 5.7545 -0.9833 -0.569 -1.423 -2.422 -0.140
C -1.8893 6.1216 -0.4684 -1.415 -0.419 1.749 -0.231
O -2.6630 5.0337 0.0986 0.087 -0.062 -0.963 -0.133
O -0.6781 4.7309 -2.0922 -1.038 1.004 1.660 -0.172
H 0.1328 5.3027 -0.2478 0.044 0.597 0.129 0.118
H -0.2612 6.6978 -1.4572 1.102 -0.075 0.172 0.121
H -2.5367 6.6650 -1.1566 0.234 -0.658 -0.739 0.116
H -1.8451 6.8759 0.3172 0.852 0.114 0.219 0.124
H -2.5495 4.9820 1.0504 0.356 0.237 0.070 0.056
H 0.1387 4.4010 -2.4737 0.546 0.552 0.241 0.046
C -6.7251 1.6718 -1.4400 -0.169 1.381 -2.765 -0.174
C -6.0947 2.0992 -0.1810 0.889 -0.388 2.084 -0.259
O -5.4950 3.3832 -0.1243 0.243 0.826 -1.176 -0.108
O -5.8002 1.6848 -2.5834 0.298 -0.168 0.922 -0.173
H -7.3893 2.4921 -1.7120 -0.817 -0.225 0.209 0.130
H -7.2131 0.6990 -1.4998 -0.062 0.267 1.031 0.109
H -5.2867 1.4310 0.1171 -0.228 -0.573 0.096 0.104
H -6.8347 2.1800 0.6152 -0.332 -1.109 -0.191 0.124
H -5.8645 3.8439 0.6325 0.132 0.177 -0.189 0.090
H -6.2060 1.1312 -3.2546 0.119 0.068 -0.165 0.086
C -0.8633 -4.3189 -3.0986 -1.667 -1.165 -0.308 -0.205
C -0.5512 -4.1622 -4.5615 0.461 -0.118 -0.323 -0.216
O -1.0705 -2.9544 -5.0934 0.069 0.683 0.167 -0.082
O -2.2862 -4.6154 -3.0743 -0.200 0.441 0.631 -0.077
H -0.5684 -3.4956 -2.4480 -0.043 0.094 -0.155 0.102
H -0.5328 -5.2799 -2.7044 0.896 0.216 -0.088 0.116
H -1.0328 -4.9868 -5.0869 0.210 -0.227 0.084 0.134
H 0.5154 -4.1815 -4.7852 0.015 0.151 0.044 0.123
H -2.0240 -3.0079 -5.1916 -0.049 -0.309 -0.077 0.089
H -2.8302 -3.8253 -3.1109 0.126 0.217 0.021 0.065
C 3.3643 -6.3409 3.7780 0.990 -0.563 -0.452 -0.175
C 4.8579 -5.9261 3.8737 -0.713 -0.790 0.230 -0.179
O 5.1885 -5.0315 2.8385 -0.363 1.227 -0.777 -0.127
O 2.4632 -5.2674 3.7754 1.368 1.312 0.138 -0.079
H 3.0183 -7.0438 4.5359 0.552 0.024 0.658 0.149
H 3.2371 -6.9398 2.8762 0.002 0.094 -0.570 0.131
H 5.4723 -6.7867 3.6092 -0.335 -0.600 0.954 0.141
H 5.1474 -5.4878 4.8289 -0.229 -0.289 0.082 0.100
H 6.0324 -5.3309 2.4923 0.067 0.425 -0.171 0.105
H 1.6012 -5.6893 3.7985 -1.302 -0.095 -0.408 0.062
C 3.5070 5.7791 -2.9229 0.762 -0.319 -2.505 -0.269
C 2.9026 6.9477 -3.6871 -1.646 0.420 1.767 -0.271
O 3.8607 7.9264 -3.8743 1.209 0.326 -0.829 -0.033
O 2.6123 4.7342 -2.7282 -1.756 -0.424 0.913 -0.070
H 4.0246 6.1670 -2.0456 -0.119 -0.218 0.357 0.126
H 4.2065 5.3465 -3.6382 0.986 0.427 0.209 0.115
H 2.1721 7.4288 -3.0366 -0.761 -0.322 0.248 0.114
H 2.3403 6.7407 -4.5976 0.604 -0.397 -0.217 0.123
H 4.3039 8.0151 -3.0274 0.250 0.404 -0.024 0.089
H 3.0981 3.9325 -2.5215 0.411 0.125 0.124 0.059
C -2.6666 -1.1666 5.4457 0.386 -1.169 -2.548 -0.129
C -1.2208 -1.7580 4.9904 -0.370 -0.097 0.900 -0.168
O -0.2771 -0.7410 4.6029 -0.910 0.467 0.484 -0.119
O -3.7542 -2.0485 4.9594 1.367 0.432 0.642 -0.095
H -2.8151 -0.2964 4.8063 0.486 0.596 0.435 0.081
H -2.8502 -0.9244 6.4925 0.630 -0.219 0.024 0.119
H -1.2484 -2.4814 4.1755 -1.045 0.264 -0.406 0.088
H -0.7348 -2.3899 5.7338 -0.267 0.359 0.711 0.096
H 0.2035 -1.0740 3.8415 -0.227 -0.336 -0.041 0.000
H -4.4439 -1.4107 4.7616 -0.410 -0.173 -0.154 0.050